No. 1
Here is a cluster of 5 separate species, C27H55Br2ClF3NO9S in total at a distorted geometry from the OMol25 dataset. Energies are from ωB97M-V/def2-TZVPD.

Last column: Mulliken charge in e.
CARTESIAN COORDINATES (ANGSTROEM)
C 0.691 -5.811 0.764  -0.9466
C 1.014 -5.412 2.183  1.1435
C 2.024 -6.249 2.905  -1.5702
N 0.437 -4.467 2.823  -0.5305
C 0.164 -3.221 2.303  1.3054
Cl -1.184 -3.133 1.073  -0.1514
O -0.407 -2.460 3.430  -0.4384
S -0.143 -0.909 3.310  1.1803
O -1.325 -0.207 2.943  -0.5512
O 0.638 -0.468 4.413  -0.6326
O 0.765 -1.017 1.974  -0.4308
C 1.391 -2.292 1.959  -0.8780
C 2.143 -2.480 0.650  0.8972
C 1.402 -2.116 -0.637  -1.5684
C 2.327 -1.827 -1.807  0.4164
F 1.582 -1.812 -2.950  -0.3296
Br 3.150 -0.075 -1.609  -0.0601
C 3.475 -2.840 -2.082  0.4750
F 4.495 -2.661 -1.241  -0.1335
F 3.941 -2.617 -3.314  -0.2537
Br 2.907 -4.683 -2.043  -0.0938
O 2.252 -2.531 3.026  -0.5807
C 3.288 -1.560 3.218  -1.4824
C 4.668 -2.128 2.922  1.9746
C 4.961 -3.405 3.720  -1.6978
C 5.793 -1.092 3.115  0.2693
C 6.058 -0.270 1.849  -1.5412
C 5.569 -0.134 4.292  -1.5680
H -0.392 -5.941 0.713  0.3526
H 0.936 -5.054 0.024  0.0154
H 1.154 -6.766 0.525  0.4019
H 1.869 -7.307 2.685  0.4684
H 3.017 -5.935 2.581  0.2807
H 1.915 -6.128 3.982  0.3709
H 2.510 -3.506 0.616  0.3068
H 3.011 -1.821 0.715  0.2142
H 0.744 -2.926 -0.956  0.4128
H 0.753 -1.251 -0.502  0.6286
H 3.120 -0.649 2.638  0.3920
H 3.237 -1.258 4.264  0.6714
H 4.701 -2.409 1.863  -0.4665
H 5.417 -3.197 4.688  0.3667
H 5.674 -4.010 3.153  0.4493
H 4.067 -4.019 3.831  0.2487
H 6.724 -1.628 3.326  0.4080
H 6.986 0.290 1.996  0.5009
H 5.285 0.485 1.685  0.2552
H 6.210 -0.892 0.966  0.3522
H 6.490 0.377 4.568  0.4486
H 4.811 0.610 4.036  0.3098
H 5.188 -0.667 5.167  0.3590
C -4.776 1.189 0.760  -0.8192
C -5.448 0.132 1.618  0.2958
C -5.497 0.557 3.079  -1.2449
O -4.770 -1.119 1.502  -0.5189
H -3.742 1.344 1.085  0.3045
H -4.747 0.877 -0.284  0.0237
H -5.306 2.141 0.818  0.3897
H -6.461 -0.043 1.253  0.3402
H -4.484 0.691 3.467  0.2330
H -5.984 -0.209 3.684  0.3230
H -6.041 1.496 3.200  0.3822
H -3.867 -0.994 1.820  0.2813
C -6.023 3.496 -4.014  -1.5322
C -5.701 2.467 -2.940  1.4681
C -5.436 1.098 -3.547  -1.3681
O -6.768 2.394 -1.995  -0.5358
H -6.926 3.208 -4.561  0.4418
H -6.210 4.471 -3.564  0.3436
H -5.203 3.593 -4.728  0.3484
H -4.826 2.788 -2.376  -0.4992
H -6.321 0.739 -4.081  0.3887
H -5.209 0.372 -2.765  0.3207
H -4.600 1.129 -4.246  0.3295
H -7.564 2.108 -2.456  0.3231
C -1.622 5.664 -2.301  -1.2513
C -2.697 4.966 -1.488  0.6281
C -2.578 5.296 -0.008  -1.3875
O -2.606 3.553 -1.684  -0.4750
H -0.637 5.326 -1.972  0.2469
H -1.718 5.407 -3.356  0.2694
H -1.673 6.749 -2.201  0.4667
H -3.686 5.258 -1.846  0.2273
H -1.610 4.966 0.377  0.3281
H -3.352 4.781 0.562  0.2989
H -2.672 6.369 0.167  0.3919
H -1.738 3.269 -1.374  0.2825
C 0.988 4.178 -5.168  -1.3762
C 1.261 3.127 -4.102  0.3816
C 1.543 1.771 -4.727  -1.1108
O 0.157 3.051 -3.201  -0.3699
H 0.105 3.905 -5.752  0.3407
H 0.790 5.147 -4.708  0.3072
H 1.833 4.282 -5.849  0.4232
H 2.115 3.434 -3.496  0.2667
H 0.684 1.425 -5.308  0.3970
H 1.737 1.023 -3.959  0.0761
H 2.409 1.821 -5.390  0.3879
H -0.625 2.784 -3.697  0.2609

orbital gap	9.526	eV
DFT total energy	-220402.92891	eV
E_HOMO	-9.54	eV



No. 2
Here is a cluster of 3 separate species, C27H55N3O8P2 in total at a distorted geometry from the OMol25 dataset. Energies are from ωB97M-V/def2-TZVPD.

Last column: Mulliken charge in e.
CARTESIAN COORDINATES (ANGSTROEM)
C 5.058 -0.267 0.894  -1.2706
C 4.802 -0.761 -0.518  0.2484
O 5.943 -0.688 -1.383  -0.3774
C 5.498 -0.495 -2.636  0.4070
O 6.177 -0.316 -3.588  -0.5295
O 4.126 -0.520 -2.644  -0.4478
C 3.736 -0.031 -1.333  0.9247
C 2.331 -0.479 -1.016  -1.3817
C 1.251 -0.053 -1.996  0.1458
C -0.147 -0.362 -1.424  -0.9010
C -0.650 0.688 -0.438  0.4515
C -1.778 0.218 0.470  -1.1050
N -1.366 -0.862 1.376  -0.2829
P 4.182 1.810 -1.363  -0.1631
P 2.810 2.905 -0.107  0.7616
O 2.660 2.298 1.221  -0.6266
O 3.475 4.358 -0.007  -0.5231
O 1.430 3.187 -0.875  -0.2679
H 6.118 -0.102 1.072  0.3573
H 4.533 0.668 1.097  0.2652
H 4.699 -0.996 1.618  0.3038
H 4.474 -1.803 -0.473  0.4799
H 2.368 -1.573 -1.043  0.6682
H 2.091 -0.198 0.013  0.3323
H 1.366 -0.586 -2.940  0.5060
H 1.303 1.014 -2.222  -0.3663
H -0.062 -1.322 -0.905  0.3759
H -0.863 -0.509 -2.234  0.4285
H 0.176 1.028 0.194  0.1274
H -0.982 1.557 -1.013  -0.2683
H -2.642 -0.071 -0.133  0.3516
H -2.092 1.068 1.081  0.3495
H -1.995 -1.649 1.311  0.1922
H -0.439 -1.194 1.155  0.1495
H 3.790 2.175 -2.661  0.0621
H 3.528 4.784 -0.874  0.3287
H 0.774 3.396 -0.190  0.2795
C -2.514 -4.775 7.134  -1.8121
C -1.546 -4.624 5.944  1.7604
C -0.101 -4.796 6.411  -1.2642
C 0.402 -3.618 7.246  -0.4769
C 0.205 -2.291 6.510  -1.2858
C -1.221 -2.074 5.999  1.7908
N -1.688 -3.295 5.269  0.4837
O -1.246 -3.327 4.058  -0.5989
C -2.165 -1.722 7.161  -1.7913
C -1.253 -0.893 5.038  -1.9219
C -1.918 -5.713 4.946  -1.9319
H -2.684 -5.834 7.326  0.4811
H -2.138 -4.351 8.061  0.3034
H -3.480 -4.321 6.912  0.3554
H 0.545 -4.911 5.535  0.3942
H -0.025 -5.724 6.983  0.3624
H -0.101 -3.590 8.216  0.3107
H 1.463 -3.756 7.462  0.3841
H 0.469 -1.455 7.162  0.3891
H 0.893 -2.254 5.660  0.3650
H -3.199 -1.697 6.817  0.3715
H -1.914 -0.731 7.539  0.4604
H -2.101 -2.403 8.004  0.3099
H -0.535 -0.995 4.229  0.3670
H -1.015 0.020 5.584  0.4556
H -2.240 -0.777 4.590  0.4429
H -2.952 -5.599 4.618  0.4437
H -1.814 -6.685 5.429  0.4416
H -1.278 -5.702 4.068  0.3818
C -1.854 1.266 -6.811  -1.8248
C -1.230 2.673 -6.729  1.8230
C 0.214 2.584 -6.236  -1.6057
C 0.313 2.223 -4.755  0.2515
C -0.518 3.167 -3.890  -0.5617
C -1.968 3.309 -4.350  1.8250
N -2.006 3.578 -5.821  0.5061
O -1.786 4.822 -6.082  -0.6195
C -2.776 2.051 -3.987  -1.7464
C -2.631 4.472 -3.622  -1.8406
C -1.279 3.249 -8.138  -1.8924
H -1.546 0.791 -7.742  0.4964
H -1.541 0.600 -6.010  0.2645
H -2.943 1.319 -6.812  0.3410
H 0.709 3.547 -6.398  0.3487
H 0.749 1.850 -6.842  0.4248
H -0.003 1.190 -4.582  0.0546
H 1.357 2.274 -4.437  0.2480
H -0.507 2.818 -2.855  -0.4976
H -0.045 4.154 -3.889  0.5377
H -3.772 2.096 -4.428  0.3924
H -2.892 1.998 -2.903  0.4592
H -2.307 1.122 -4.296  0.1618
H -2.066 5.395 -3.726  0.4134
H -2.698 4.231 -2.561  0.3831
H -3.639 4.645 -4.000  0.4415
H -2.307 3.304 -8.497  0.4316
H -0.714 2.598 -8.806  0.4333
H -0.846 4.245 -8.190  0.3944

orbital gap (spin up / spin down)	8.451 / 9.332	eV
DFT total energy	-68318.66251	eV
spin multiplicity	3
E_HOMO (spin up / spin down)	-8.26 / -9.14	eV



Which value of DFT total energy does entry 1 give? -220402.92891 eV



What is the DFT total energy in the first record? -220402.92891 eV



What is the DFT total energy in the first record? -220402.92891 eV



The highest DFT total energy belongs to which entry? C27H55N3O8P2